1.
Formula: C26H49BeF6N3O8S4
Source: the Open Molecules 2025 dataset
Level of theory: the ωB97M-V functional and the def2-TZVPD basis

E_HOMO (spin up / spin down) = -2.720 / -5.197 eV
Gap between HOMO and LUMO (spin up / spin down) = 4.7 / 7.2 eV
Net charge = -1
Electronic energy = -108645.7279 eV
2S+1 = 2

The geometry in XYZ format:
```
97
Properties=species:S:1:pos:R:3:forces:R:3
Be 0.56524 -2.07448 -1.21518 0.234 0.246 0.641
C -0.28480 1.01610 -0.38767 -0.373 -3.306 -3.915
O -0.18220 -0.24356 0.42855 1.351 2.059 0.945
O -0.10575 0.52884 -1.73138 -1.321 1.784 3.040
C -1.72691 1.62000 0.07565 3.733 -0.176 1.390
F -1.49411 2.74348 0.85422 0.462 1.918 -1.479
F -2.57645 1.82935 -0.87322 -1.105 0.706 -1.004
F -2.28415 0.94340 1.04504 -1.756 -2.973 0.604
C 0.59341 -0.08515 1.65712 -0.442 0.041 -1.168
C 0.66006 -1.40207 2.33958 0.082 -0.153 0.845
H 0.84415 -2.22008 1.64309 -0.077 -0.144 0.173
H 1.46118 -1.32289 3.07444 0.386 -0.283 0.025
H -0.22626 -1.54884 2.95683 -0.296 -0.446 -0.367
H 0.15973 0.64005 2.34567 -0.432 0.291 -0.106
H 1.60531 0.26476 1.45285 -0.002 0.022 -0.478
H 0.45364 1.80973 -0.27391 0.151 -0.196 1.130
C 1.50976 -5.38736 -0.86592 0.158 5.522 0.954
O 0.53015 -5.01495 -1.85883 0.646 -0.808 -1.461
O 1.80451 -4.14939 -0.15086 -0.681 -2.663 -1.053
C 0.85970 -6.51532 -0.04973 -0.446 -1.569 0.913
F -0.28131 -6.99703 -0.62618 0.340 0.320 0.350
F 1.69188 -7.63676 -0.04361 -0.441 1.126 0.437
F 0.51199 -6.24424 1.25315 0.768 -0.185 -1.617
C 0.85466 -5.36035 -3.22187 -0.667 0.479 -0.679
C -0.44972 -5.04430 -4.04115 0.271 -0.941 1.695
H -0.56326 -5.29363 -5.09616 0.796 0.174 -0.041
H -1.12391 -5.73029 -3.52833 -0.623 0.166 -0.064
H -0.78005 -4.03061 -3.81441 0.135 0.028 -0.191
H 1.16640 -6.39736 -3.34649 -0.478 -0.477 0.298
H 1.72196 -4.84319 -3.63229 0.113 0.777 0.394
H 2.44107 -5.69363 -1.34231 -0.110 -0.748 -0.074
C 4.33887 -1.98821 1.14697 -1.289 0.902 -0.600
S 3.91135 -1.61692 -0.59329 0.728 0.815 -0.758
O 2.57024 -0.91299 -0.72918 0.282 -0.710 0.735
C 5.08386 -0.18383 -0.84803 -0.313 -0.324 -0.464
H 4.25366 -1.05609 1.70551 0.313 0.024 0.121
H 5.32656 -2.44733 1.18934 -0.237 -0.062 0.004
H 3.49491 -2.61548 1.43396 0.331 -0.517 0.151
H 6.14413 -0.40267 -0.72141 -0.109 -0.340 0.542
H 4.75476 0.67570 -0.26408 0.111 -0.278 0.237
H 5.01811 0.10325 -1.89750 -0.428 -0.146 -0.077
C -2.45865 4.82533 -2.51964 0.147 -0.144 -0.090
S -3.90522 5.82665 -1.96279 1.412 -0.764 0.392
O -3.26872 7.19079 -1.89675 -1.147 -0.368 -0.456
C -4.96230 5.58118 -3.44711 0.169 0.717 -0.277
H -2.65266 3.95514 -3.14672 -0.471 0.166 0.219
H -1.83752 4.49015 -1.68901 -0.525 0.045 0.433
H -1.78111 5.47973 -3.06809 -0.423 0.321 -0.231
H -6.00597 5.85372 -3.29037 0.167 0.397 0.491
H -5.02318 4.55734 -3.81608 0.653 -0.046 0.174
H -4.52349 6.27097 -4.16805 -0.095 -0.223 -0.370
C 0.37889 -2.11887 6.68864 -0.042 0.055 -1.059
S 1.92054 -1.56247 7.48929 0.880 -2.313 0.841
O 2.92046 -2.72973 7.47310 -1.389 1.681 -0.319
C 2.51259 -0.26860 6.42200 0.079 -0.209 -1.340
H -0.31874 -1.28502 6.61037 -0.107 0.040 0.596
H -0.03103 -2.99234 7.19570 0.104 0.438 0.654
H 0.43084 -2.47270 5.65899 0.901 0.114 -0.209
H 3.59783 -0.20365 6.50023 -0.107 0.263 0.917
H 1.95354 0.63412 6.66828 0.340 0.097 -0.034
H 2.44102 -0.49349 5.35785 -0.654 -0.170 -0.100
C -3.10843 -4.55759 -0.72196 0.040 0.073 0.006
S -2.49447 -3.49944 0.67521 0.516 2.051 -2.852
O -1.16741 -2.91974 0.16920 -1.276 -0.960 0.902
C -3.69685 -2.05843 0.30933 0.366 -0.677 0.174
H -2.53431 -5.48400 -0.73762 -0.094 -0.015 0.303
H -2.97437 -4.11257 -1.70790 0.437 0.582 0.262
H -4.18361 -4.72373 -0.65501 0.029 -0.254 0.520
H -3.28477 -1.48175 -0.51875 0.430 -0.243 0.050
H -3.77109 -1.41219 1.18395 0.029 -0.233 0.027
H -4.67803 -2.41391 -0.00534 -0.025 -0.200 0.331
C -4.80814 1.85956 1.98564 -0.733 1.061 -0.418
C -5.32352 0.69240 2.61763 0.369 -0.893 0.646
N -5.71516 -0.25306 3.13036 -0.285 -0.370 0.174
H -4.00209 2.34879 2.53247 0.155 -0.398 -0.241
H -5.65670 2.54320 2.01152 0.058 0.376 -0.318
H -4.57912 1.61580 0.94822 0.276 0.311 0.171
N 0.18079 3.03974 -3.78175 0.032 1.027 1.125
C 0.94923 4.19001 -3.67828 0.677 -1.894 0.706
C 0.58641 5.02722 -4.63779 -1.313 1.218 -2.037
C -0.54471 4.45205 -5.31211 -0.237 -0.440 0.482
C -0.83513 3.22394 -4.69435 1.517 1.481 -0.348
H 0.30040 2.31564 -3.08787 -0.626 -0.869 0.136
H 1.76532 4.33145 -2.98517 -0.095 -0.536 0.106
H 1.05537 5.96810 -4.88518 -0.095 -0.007 0.087
H -1.08413 4.96672 -6.09347 -0.188 -0.278 0.011
H -1.70266 2.58194 -4.73489 0.392 -0.216 -0.268
N 2.35942 4.19035 1.97208 0.996 -0.510 -0.560
C 2.04465 2.93870 1.56067 -0.671 -0.992 -0.403
C 3.00791 2.48318 0.63995 -1.038 0.112 0.705
C 4.00324 3.47830 0.50308 -2.004 1.705 1.909
C 3.51642 4.50074 1.37333 2.539 0.932 -1.119
H 1.89689 4.84531 2.58624 -0.172 -0.625 -0.107
H 1.11970 2.53391 1.94410 0.190 -0.350 -0.388
H 2.93925 1.55858 0.08604 -0.172 -0.045 0.130
H 4.83465 3.53488 -0.18390 -0.005 -0.041 0.282
H 3.94559 5.44200 1.68353 0.324 0.063 -0.446
```
Forces are in eV/Å.

Löwdin atomic charge list, values in e, 8 entries: number 1, Be, carries 0.727; number 2, C, carries -0.324; number 3, O, carries -0.181; number 4, O, carries -0.306; number 5, C, carries -0.578; number 6, F, carries 0.056; number 7, F, carries 0.183; number 8, F, carries 0.115



2.
Formula: C26H49N9O11S
Source: the Open Molecules 2025 dataset
Level of theory: the ωB97M-V functional and the def2-TZVPD basis

E_HOMO (spin up / spin down) = -0.073 / -4.425 eV
Gap between HOMO and LUMO (spin up / spin down) = 2.1 / 6.4 eV
Net charge = -1
Electronic energy = -74524.9677 eV
2S+1 = 2

The geometry in XYZ format:
```
96
Properties=species:S:1:pos:R:3:forces:R:3
O -4.58711 3.63780 -0.25349 -3.078 -1.652 -0.187
C -3.54988 4.17017 -0.03078 1.419 1.781 0.227
N -3.52662 5.50541 0.29933 0.718 -0.994 -0.265
C -2.23489 3.46620 -0.20243 -1.413 0.138 0.064
H -4.41676 5.94946 0.47419 0.465 0.144 -0.040
H -2.61851 5.94383 0.35602 -0.466 0.357 0.437
H -2.46891 2.54801 -0.74120 0.273 0.337 -0.374
H -1.95538 3.11847 0.79209 0.916 0.638 0.022
H -1.68419 4.22578 -0.75728 1.146 -0.710 0.333
O -4.60893 1.33219 -6.27925 -0.134 0.371 0.382
C -4.57286 0.17359 -5.89670 0.106 1.040 -2.450
N -4.77392 -0.78890 -6.83100 -0.151 -0.675 0.193
C -4.26396 -0.18342 -4.53512 -0.578 -1.349 1.774
H -5.02895 -0.42748 -7.73899 0.127 -0.433 0.068
H -4.70915 -1.77357 -6.61579 -0.130 0.302 -0.269
H -4.51133 -1.21476 -4.28363 0.341 -0.375 -0.361
H -5.00995 0.32498 -3.92427 0.734 0.710 0.352
H -3.20696 -0.02656 -4.32005 -0.273 0.423 0.345
O -2.32855 -3.63484 1.51699 0.353 0.124 0.147
C -2.10845 -3.83398 0.32906 -1.619 3.825 2.180
N -1.81456 -4.99443 -0.13888 1.137 -3.453 -2.632
C -2.20813 -2.71916 -0.70100 0.344 0.326 -0.340
H -1.40504 -5.74732 0.39548 -0.302 0.317 0.192
H -1.68944 -5.03086 -1.14044 0.296 -0.335 0.192
H -1.23000 -2.58702 -1.16350 0.082 -0.225 -0.216
H -2.45268 -1.72370 -0.33039 -0.288 -0.425 0.547
H -2.91421 -2.93471 -1.50292 -0.013 -0.236 -0.034
O -4.03948 0.21256 1.27889 3.550 -2.168 0.015
C -5.22702 0.12437 1.34496 -0.455 1.361 1.750
N -5.84795 1.20307 0.90052 -3.487 -0.100 -0.074
C -6.02245 -0.92829 2.14170 0.345 -0.069 -1.056
H -5.32493 2.00074 0.56845 -0.018 0.199 -0.161
H -6.81733 1.22337 1.18336 0.035 0.872 -0.558
H -5.61156 -1.06055 3.14259 0.235 0.055 -0.258
H -5.89725 -1.83841 1.55509 -0.054 -0.320 0.360
H -7.09038 -0.72969 2.23213 0.048 0.202 -0.160
O 4.29839 2.39068 0.62651 0.954 -0.070 1.374
C 3.51835 2.47607 -0.28710 0.817 5.290 1.440
N 3.25651 1.47172 -1.04739 -1.857 -2.778 -2.073
C 2.82341 3.85699 -0.67243 1.389 -1.920 0.006
H 2.35413 1.58313 -1.48714 -0.150 -0.419 -0.352
H 3.37178 0.59384 -0.56144 0.067 -0.520 -0.076
H 3.41899 4.70038 -0.32303 -0.384 -0.262 0.627
H 1.82503 3.73727 -0.25172 -0.110 0.730 -0.227
H 2.87516 3.93453 -1.75844 -0.680 -0.120 -0.112
O 3.68592 -1.31216 1.28753 1.012 0.606 0.141
C 4.85522 -1.23319 1.72011 -4.147 -3.505 0.692
N 5.58228 -0.18499 1.63476 1.650 3.375 -1.170
C 5.38102 -2.31551 2.56383 0.540 -1.404 0.810
H 5.01144 0.55848 1.25864 0.536 1.056 -0.494
H 6.54972 -0.24776 1.35153 -0.052 0.175 0.496
H 6.26328 -2.73224 2.07799 0.125 -0.304 0.181
H 4.64701 -3.09280 2.77634 0.156 0.057 -0.586
H 5.66269 -1.95909 3.55465 0.273 0.355 -0.164
O 2.86114 -1.96673 -4.30360 -0.905 -0.914 -0.764
C 3.37023 -1.17664 -3.55830 1.572 -1.446 0.738
N 3.21073 0.12972 -3.61230 -0.316 2.617 0.642
C 4.43339 -1.66114 -2.53715 -0.519 1.027 -0.267
H 2.41700 0.58768 -4.03701 -0.020 -0.517 -0.393
H 3.57753 0.65181 -2.82937 0.123 0.042 -0.263
H 5.21346 -2.10237 -3.15756 -0.180 -0.683 0.460
H 3.92152 -2.25384 -1.77900 0.321 -0.658 -0.378
H 4.90904 -0.86098 -1.97004 -0.043 0.318 -0.138
N -0.35457 4.45732 5.34610 0.346 -0.951 0.177
C 0.01014 5.71327 4.88720 0.286 -0.958 -1.996
C 0.44157 5.93324 3.54647 -0.633 0.130 2.266
C 0.49985 4.88867 2.61440 -0.535 -0.705 0.222
C 0.11230 3.57776 3.12086 0.198 0.039 1.378
C -0.18891 3.41460 4.48419 -0.228 1.785 -1.549
H -0.11446 6.44571 5.67104 0.258 0.630 -0.377
H 0.72514 6.94122 3.28199 0.075 0.207 -0.169
H 0.79320 5.03103 1.58480 0.087 0.109 -0.045
H 0.12759 2.68044 2.52004 0.193 -0.102 -0.307
H -0.40199 2.42252 4.85401 -0.097 -0.201 0.194
N 1.73292 -5.36133 -0.14056 -1.312 1.677 1.029
C 2.41401 -6.40354 0.26334 0.260 -0.431 -0.858
C 3.32439 -6.41444 1.30445 -0.930 0.415 0.971
C 3.25876 -5.31220 2.14818 -0.105 0.328 -0.415
C 2.41929 -4.21083 1.84326 1.342 -0.660 -0.092
C 1.71153 -4.24696 0.66276 0.156 -1.618 -0.669
H 2.18347 -7.29037 -0.30830 0.507 -0.329 -0.234
H 3.88764 -7.31043 1.51974 0.131 0.083 0.112
H 3.85337 -5.28712 3.04940 0.134 0.063 0.068
H 2.55068 -3.31231 2.42789 -0.634 0.043 0.090
H 1.02776 -3.47463 0.34281 0.234 0.302 -0.079
C 0.61875 -0.28639 0.72171 -0.227 0.470 1.324
C -0.82637 0.19785 0.89311 0.060 -0.012 0.811
O -1.28077 0.41181 -0.42701 -0.597 1.042 -3.110
S -0.18880 0.23262 -1.68019 -2.480 -2.825 3.181
O 0.47181 1.44626 -2.03819 -0.193 -0.087 -0.140
O -0.80437 -0.61080 -2.72105 1.784 2.066 2.485
O 0.70739 -0.62540 -0.60815 1.133 -0.927 -4.723
H 0.81720 -1.22991 1.23012 0.075 0.362 0.384
H 1.38557 0.45839 0.93478 -0.121 0.026 0.428
H -0.97693 1.09928 1.48712 0.470 0.216 -0.239
H -1.47431 -0.53031 1.38102 -0.020 -0.319 -0.415
```
Forces are in eV/Å.

Löwdin atomic charge list, values in e, 8 entries: number 1, O, carries 0.032; number 2, C, carries -0.606; number 3, N, carries 0.156; number 4, C, carries 0.013; number 5, H, carries 0.105; number 6, H, carries 0.093; number 7, H, carries 0.075; number 8, H, carries 0.084



3.
Formula: C26H50AuN4O3SbSi4
Source: the Open Molecules 2025 dataset
Level of theory: the ωB97M-V functional and the def2-TZVPD basis

E_HOMO (spin up / spin down) = -7.044 / -8.091 eV
Gap between HOMO and LUMO (spin up / spin down) = 7.1 / 5.7 eV
Electronic energy = -81618.6113 eV
2S+1 = 3

The geometry in XYZ format:
```
89
Properties=species:S:1:pos:R:3:forces:R:3
Au 0.10672 0.09072 0.16362 0.123 0.332 -0.489
N 2.35374 0.19135 0.36783 0.016 0.062 -0.011
N 2.77466 1.51180 0.10005 0.184 -0.056 -0.087
C 1.81129 2.55280 0.05024 -0.075 -0.109 0.108
O 2.22663 3.69095 0.14376 0.097 0.171 -0.025
O 0.58564 2.20121 -0.13158 -0.094 0.007 -0.032
H 2.31725 -0.02348 1.37122 -0.060 -0.011 0.026
H 2.94383 -0.46013 -0.13944 -0.102 0.040 0.020
H 3.61328 1.80236 0.58522 -0.078 -0.040 0.009
C -4.43444 -1.17039 -2.07728 -0.028 0.134 -0.130
Sb -2.34789 -0.68230 -1.88035 0.094 -0.451 0.270
C -2.01718 0.17875 0.03034 0.100 -0.039 0.001
C -2.47290 -0.90222 0.92271 0.026 0.214 -0.043
C -2.50198 -0.79445 2.31805 0.009 -0.090 0.033
C -2.87632 -1.89670 3.05260 0.004 0.016 0.017
C -3.21999 -3.08163 2.40091 0.003 -0.004 -0.036
C -3.16139 -3.10682 1.02378 0.001 -0.069 0.044
N -2.79894 -2.04446 0.30111 0.031 -0.010 0.003
Si -2.64171 1.95384 0.22116 -0.007 -0.023 -0.004
C -1.93762 2.73217 1.75988 -0.068 0.009 0.016
C -2.20701 2.88408 -1.33689 0.026 -0.031 -0.040
C -4.51707 1.88329 0.37366 0.019 -0.011 0.000
C -0.97543 -2.31887 -2.47013 -0.048 0.143 0.173
C -0.41466 -2.97614 -1.21185 -0.107 -0.064 -0.241
C -0.42185 -4.36432 -1.05816 0.119 0.097 0.021
C 0.08280 -4.95111 0.08785 -0.019 -0.023 -0.012
C 0.58140 -4.14659 1.09383 0.006 -0.019 0.016
C 0.58420 -2.78236 0.88384 0.032 -0.043 0.001
N 0.12862 -2.22387 -0.24466 -0.113 0.064 0.117
Si -2.00488 -3.49309 -3.59844 0.095 -0.011 -0.024
C -3.25863 -4.51233 -2.63881 0.016 -0.010 -0.024
C -0.91231 -4.68341 -4.56476 0.007 0.032 -0.013
C -2.99235 -2.54636 -4.88686 -0.019 0.045 -0.007
Si 0.48222 -1.55160 -3.51517 -0.063 -0.059 0.025
C 1.01049 0.18832 -3.10879 -0.066 0.042 0.042
C 1.92141 -2.72430 -3.30939 -0.003 -0.016 0.008
C 0.02137 -1.42161 -5.32759 -0.028 -0.002 -0.062
H -4.96494 -0.25534 -1.81974 -0.023 0.003 0.025
H -4.65384 -1.94319 -1.34940 -0.045 -0.014 -0.013
H -4.69945 -1.47381 -3.08396 -0.053 -0.016 0.060
H -2.16685 0.11457 2.79501 0.007 0.035 -0.005
H -2.88256 -1.84647 4.13418 -0.008 -0.006 -0.005
H -3.51083 -3.96465 2.95151 -0.007 -0.007 -0.002
H -3.40402 -4.00482 0.46766 -0.010 -0.030 -0.023
H -0.90999 2.41851 1.92642 0.078 -0.023 0.001
H -2.53369 2.48405 2.64048 -0.008 -0.002 0.027
H -1.93793 3.81849 1.65103 -0.006 0.035 0.012
H -1.12372 2.93541 -1.44982 -0.001 0.012 -0.005
H -2.59512 3.90306 -1.28430 -0.007 0.041 0.017
H -2.64494 2.42495 -2.22961 -0.017 -0.010 -0.014
H -4.82976 1.10741 1.07515 -0.025 -0.029 0.040
H -4.99854 1.68698 -0.58647 -0.020 -0.015 -0.030
H -4.90723 2.83412 0.74092 -0.008 0.045 0.008
H -0.82014 -4.99798 -1.82690 0.016 -0.082 -0.155
H 0.06651 -6.02838 0.19206 0.005 -0.018 -0.001
H 0.95440 -4.54972 2.02382 0.014 -0.015 0.016
H 0.91608 -2.07915 1.64673 0.012 0.043 0.059
H -2.86541 -5.01828 -1.76079 -0.033 -0.016 0.019
H -3.63418 -5.27840 -3.32215 -0.035 -0.022 -0.005
H -4.11329 -3.91867 -2.32483 -0.091 0.103 0.030
H -0.20450 -5.24308 -3.95897 0.045 -0.085 0.112
H -0.33876 -4.17330 -5.33934 -0.051 -0.122 0.082
H -1.55982 -5.40680 -5.06526 -0.040 -0.026 -0.009
H -3.41462 -1.60262 -4.54459 0.067 -0.001 -0.083
H -3.83067 -3.18313 -5.18019 -0.042 -0.003 -0.008
H -2.41340 -2.33359 -5.78085 0.025 -0.053 -0.045
H 1.52876 0.30891 -2.16424 0.069 0.008 0.137
H 0.18571 0.90481 -3.11351 -0.028 0.019 0.011
H 1.69797 0.49154 -3.90356 0.017 0.000 -0.025
H 2.19102 -2.84596 -2.25965 0.027 0.008 0.044
H 2.79374 -2.33402 -3.83645 0.021 0.014 -0.030
H 1.69875 -3.71245 -3.71330 0.004 -0.038 -0.004
H -0.83098 -0.75692 -5.47888 0.009 0.037 -0.009
H -0.18285 -2.36373 -5.83079 0.017 0.138 -0.022
H 0.87576 -0.96066 -5.82731 0.044 0.024 -0.017
C 3.07283 0.69160 3.87691 -0.011 -0.023 -0.005
Si 1.25546 0.16864 3.94819 -0.075 0.041 -0.124
C 0.32342 1.60855 4.71647 -0.006 -0.014 0.023
C 1.15225 -1.27887 5.15433 -0.008 0.014 -0.034
O 0.70696 -0.23163 2.49661 0.159 -0.168 0.193
H 3.46884 0.90664 4.87152 0.024 0.006 0.036
H 3.19742 1.59757 3.27762 -0.013 0.034 -0.036
H 3.69851 -0.09324 3.44083 0.027 -0.027 -0.001
H 0.75852 1.89892 5.67540 -0.011 0.012 0.048
H -0.72549 1.35516 4.88781 -0.053 -0.008 0.019
H 0.34839 2.48014 4.06046 0.017 0.042 -0.030
H 1.61864 -1.05541 6.11536 0.017 0.019 0.055
H 1.64910 -2.15811 4.73811 0.034 -0.049 -0.010
H 0.11039 -1.54745 5.34254 -0.051 -0.023 0.005
```
Forces are in eV/Å.

Löwdin atomic charge list, values in e, 8 entries: number 1, Au, carries 1.039; number 2, N, carries -0.045; number 3, N, carries 0.001; number 4, C, carries -0.723; number 5, O, carries 0.039; number 6, O, carries -0.167; number 7, H, carries 0.043; number 8, H, carries 0.101